(1)
{
  "formula": "C44H51N9O2P2Pt",
  "method": "ωB97M-V/def2-TZVPD",
  "species": ["Pt", "C", "N", "C", "C", "N", "C", "P", "C", "N", "C", "C", "N", "C", "C", "N", "C", "C", "N", "C", "H", "H", "H", "H", "H", "H", "H", "H", "H", "H", "H", "H", "H", "H", "H", "O", "P", "C", "C", "C", "C", "C", "C", "C", "C", "C", "C", "C", "C", "C", "C", "C", "C", "C", "C", "H", "H", "H", "H", "H", "H", "H", "H", "H", "H", "H", "H", "H", "H", "H", "N", "C", "N", "C", "C", "O", "C", "C", "H", "H", "H", "H", "H", "H", "H", "H", "C", "N", "C", "C", "C", "C", "C", "C", "C", "C", "H", "H", "H", "H", "H", "H", "H", "H", "H", "H", "H", "H", "H"],
  "coordinates": [[0.027139, 0.065547, 0.488428], [-4.227089, 0.107122, -3.021195], [-2.864995, 0.251275, -2.480608], [-1.763951, 0.566381, -3.231641], [-0.706443, 0.636192, -2.380813], [-1.173830, 0.383365, -1.117255], [-2.488442, 0.139524, -1.198930], [-3.597418, -0.090547, 0.227227], [-2.733031, -1.459063, 1.032073], [-1.417054, -1.551739, 1.147421], [-1.157341, -2.738418, 1.773498], [-2.345065, -3.363121, 2.035541], [-3.329079, -2.549734, 1.562481], [-4.769972, -2.845645, 1.623563], [-2.777902, 1.307359, 1.076553], [-1.459278, 1.513099, 1.237642], [-1.310355, 2.823320, 1.639115], [-2.542877, 3.381550, 1.759520], [-3.448450, 2.422453, 1.407778], [-4.907670, 2.624076, 1.355814], [-4.145557, -0.069072, -4.089381], [-4.795406, 1.018037, -2.847990], [-4.720203, -0.743034, -2.558474], [-1.816975, 0.707438, -4.297964], [0.326085, 0.835716, -2.601022], [-0.158164, -3.080278, 1.970992], [-2.562803, -4.309452, 2.501702], [-4.904787, -3.732869, 2.234149], [-5.153124, -3.038208, 0.624329], [-5.302634, -2.016126, 2.081083], [-0.359722, 3.290309, 1.807799], [-2.841621, 4.374462, 2.052024], [-5.124177, 3.597395, 1.785528], [-5.410094, 1.856216, 1.937573], [-5.251235, 2.605390, 0.324512], [0.796595, -1.306621, -1.095610], [2.018758, -1.850585, -1.882291], [1.697906, -1.692673, -3.624458], [2.723151, -1.398897, -4.526835], [2.460446, -1.371869, -5.887620], [1.178161, -1.628756, -6.354124], [0.153485, -1.921640, -5.459767], [0.409237, -1.954342, -4.100346], [3.559064, -0.977627, -1.568362], [4.761115, -1.681343, -1.496447], [5.971625, -0.999115, -1.448754], [5.986436, 0.387203, -1.457644], [4.790559, 1.096428, -1.528889], [3.586406, 0.417349, -1.599717], [2.277214, -3.573037, -1.492208], [1.850769, -4.085027, -0.267218], [2.066421, -5.417534, 0.046407], [2.720390, -6.245646, -0.858816], [3.137476, -5.745008, -2.084885], [2.908101, -4.416241, -2.408606], [3.727633, -1.194330, -4.176106], [3.255762, -1.148691, -6.585657], [0.978439, -1.612061, -7.417111], [-0.837442, -2.143718, -5.833119], [-0.377713, -2.223278, -3.404322], [4.756336, -2.762919, -1.524090], [6.902695, -1.551000, -1.428402], [6.929229, 0.918249, -1.440571], [4.811080, 2.177063, -1.579467], [2.666806, 0.974351, -1.723607], [1.303079, -3.444480, 0.410363], [1.708250, -5.825601, 0.983446], [2.884321, -7.287827, -0.619204], [3.626549, -6.394621, -2.798019], [3.212254, -4.045123, -3.380574], [1.408892, -0.904794, 1.452055], [2.321191, -1.234250, 2.099039], [3.295927, -1.580347, 2.848991], [3.152873, -2.627781, 3.903711], [4.190792, -3.708776, 3.651671], [5.474989, -3.133672, 3.609556], [5.620277, -2.261023, 2.513412], [4.683794, -1.069416, 2.642703], [2.135275, -3.017284, 3.886557], [3.346851, -2.143334, 4.862035], [3.971480, -4.237318, 2.715520], [4.179990, -4.422385, 4.474028], [5.432228, -2.794766, 1.574758], [6.649893, -1.905886, 2.521144], [4.695943, -0.435749, 1.757509], [4.939685, -0.481327, 3.525519], [-0.475146, 1.641964, 4.781978], [0.999586, 1.460645, 4.893774], [1.637046, 2.689655, 5.476287], [1.657430, 0.902413, 3.630869], [1.812494, 1.797626, 2.415048], [2.739312, 2.848054, 2.518750], [2.982766, 3.749218, 1.498719], [2.300565, 3.619821, 0.302841], [1.430708, 2.548949, 0.125537], [1.207930, 1.642601, 1.156468], [-0.864574, 1.900324, 5.763706], [-0.919609, 0.713819, 4.428676], [-0.664052, 2.447010, 4.084587], [1.145594, 0.723028, 5.585964], [1.457307, 3.527571, 4.810453], [2.701824, 2.514147, 5.604568], [1.176210, 2.873836, 6.443681], [1.084835, 0.006184, 3.403339], [2.648992, 0.606470, 3.977381], [3.296556, 2.956144, 3.440333], [3.701898, 4.544619, 1.640811], [2.455079, 4.326035, -0.503263], [0.906764, 2.460128, -0.815975]],
  "forces_ev_per_a": [[-1.954, 0.049, -0.826], [0.053, -0.002, 0.044], [0.022, -0.020, -0.127], [-0.041, 0.003, 0.030], [-0.080, 0.178, 0.055], [0.083, 0.529, -0.128], [0.061, -0.020, 0.079], [-0.020, 0.087, -0.016], [-0.033, -0.037, -0.085], [-0.086, -0.598, -0.290], [-0.119, 0.075, -0.079], [0.059, -0.035, 0.020], [-0.109, -0.006, 0.063], [0.090, 0.026, -0.036], [-0.016, -0.288, 0.182], [0.590, -0.482, 0.072], [0.123, -0.020, 0.152], [-0.045, -0.032, -0.013], [0.039, 0.009, -0.035], [0.040, -0.003, 0.015], [-0.021, -0.006, -0.003], [-0.006, -0.002, -0.004], [-0.011, 0.004, -0.001], [0.001, -0.008, 0.001], [0.002, -0.022, 0.014], [0.007, -0.023, 0.032], [-0.005, 0.005, 0.007], [-0.025, 0.001, 0.001], [-0.014, -0.003, 0.004], [-0.012, -0.005, 0.001], [-0.020, 0.001, 0.013], [0.018, 0.003, 0.002], [-0.012, -0.004, 0.005], [-0.007, 0.002, -0.005], [-0.007, 0.001, 0.000], [0.013, 0.687, 0.928], [0.346, 0.058, 0.078], [-0.084, 0.072, -0.192], [0.035, 0.046, 0.094], [-0.061, 0.024, -0.087], [0.052, 0.003, 0.046], [-0.002, 0.022, -0.006], [0.024, -0.213, 0.037], [-0.045, -0.034, 0.052], [0.026, -0.066, 0.022], [-0.020, -0.041, 0.057], [-0.030, 0.042, 0.001], [0.035, 0.020, -0.027], [-0.049, 0.014, 0.011], [-0.164, -0.137, 0.037], [-0.029, 0.008, -0.018], [0.027, -0.017, -0.003], [-0.027, 0.026, -0.002], [0.002, -0.004, 0.002], [-0.005, 0.039, -0.070], [-0.021, 0.001, 0.003], [0.007, -0.007, 0.006], [0.001, -0.002, -0.005], [-0.011, -0.015, 0.004], [-0.006, 0.021, -0.016], [0.041, -0.019, 0.069], [-0.025, -0.007, 0.010], [-0.005, 0.001, 0.007], [-0.020, 0.013, 0.025], [-0.053, 0.036, 0.027], [0.019, 0.056, 0.044], [0.014, 0.014, 0.000], [0.005, 0.005, 0.005], [0.001, 0.003, 0.001], [-0.004, 0.008, 0.010], [1.098, -0.657, 1.336], [-0.220, -0.116, -0.430], [0.141, -0.277, -0.064], [-0.050, 0.041, -0.076], [0.063, -0.044, 0.054], [-0.071, 0.077, 0.009], [0.146, -0.008, 0.003], [-0.099, -0.060, -0.043], [0.009, -0.008, -0.028], [0.000, -0.011, 0.030], [-0.024, -0.013, -0.014], [-0.001, -0.008, -0.016], [-0.023, 0.028, -0.063], [-0.006, -0.022, -0.041], [0.024, 0.011, -0.074], [0.031, 0.012, 0.023], [0.062, -0.069, -0.018], [0.075, 0.162, -0.057], [-0.036, -0.082, -0.016], [-0.072, 0.103, 0.234], [-0.064, 0.111, -0.009], [-0.108, 0.020, 0.129], [0.034, 0.031, 0.063], [-0.149, -0.036, -0.159], [0.304, 0.314, 0.411], [0.579, 0.077, -1.598], [-0.035, -0.015, -0.014], [-0.026, 0.014, -0.004], [-0.061, 0.098, -0.078], [0.000, 0.011, -0.014], [0.006, 0.023, 0.005], [0.009, 0.016, 0.010], [0.013, 0.027, 0.003], [-0.102, 0.318, 0.266], [-0.042, 0.011, -0.018], [0.022, 0.010, -0.007], [0.003, -0.005, 0.005], [0.014, 0.002, 0.017], [0.029, -0.097, -0.049]],
  "homo_ev": -17.70,
  "max_force_ev_per_a": 2.1,
  "lumo_energy_ev": -11.986,
  "mol_weight_g_mol": 995.0,
  "homo_lumo_gap_ev": 5.7,
  "energy_ev": -85749.11028,
  "charge": 4
}

---

(2)
{
  "formula": "C3H4NO2",
  "method": "ωB97M-V/def2-TZVPD",
  "species": ["C", "C", "C", "N", "O", "O", "H", "H", "H", "H"],
  "coordinates": [[-0.936583, 0.732280, 0.302195], [-1.602021, 1.088901, 1.795396], [0.114085, -0.372790, 0.321990], [-1.436830, 1.288958, -0.667847], [-1.534965, 2.253222, 2.041955], [-2.060280, 0.102337, 2.364448], [0.636130, -0.493075, 1.229235], [0.799534, -0.271791, -0.583515], [-0.261772, -1.395290, 0.304565], [-1.148307, 0.869947, -1.694703]],
  "forces_ev_per_a": [[0.563, -2.166, 3.917], [1.176, -1.962, -2.926], [0.077, -0.246, -2.274], [-0.837, 0.278, -5.362], [-0.051, 3.274, 1.346], [-0.320, -1.031, 0.581], [1.049, 0.882, 1.188], [-0.582, -0.071, 1.180], [-0.891, 0.013, -0.594], [-0.184, 1.028, 2.943]],
  "homo_ev": -3.42,
  "max_force_ev_per_a": 5.4,
  "smiles": "[H]/N=C(\\C)C(=O)[O-]",
  "lumo_energy_ev": 4.252,
  "mol_weight_g_mol": 86.1,
  "homo_lumo_gap_ev": 7.7,
  "energy_ev": -8761.33073,
  "charge": -1
}

---

(3)
{
  "formula": "C4H9NO2",
  "method": "ωB97M-V/def2-TZVPD",
  "species": ["C", "O", "C", "C", "N", "O", "C", "H", "H", "H", "H", "H", "H", "H", "H", "H"],
  "coordinates": [[1.082634, 0.365772, -1.206337], [2.163114, 0.120026, -0.350015], [-0.758773, 0.036036, 1.735203], [-0.600171, -0.233961, 0.440615], [-0.145157, 0.724258, -0.513607], [0.125859, 1.967287, 0.111547], [-0.940705, -1.566488, -0.177826], [2.242398, 0.893700, 0.226375], [0.910873, -0.553379, -1.771481], [1.287627, 1.188284, -1.901962], [-0.465285, 0.991712, 2.150250], [-1.170507, -0.714816, 2.402422], [-0.630780, 2.509351, -0.148941], [-1.811452, -1.998978, 0.326961], [-0.106163, -2.275115, -0.081095], [-1.183517, -1.453689, -1.242113]],
  "forces_ev_per_a": [[-0.262, -0.078, -0.367], [0.094, 0.187, 0.210], [0.021, 0.009, -0.118], [-0.078, -0.083, 0.173], [0.071, -0.247, 0.047], [-0.149, 0.273, 0.001], [-0.007, -0.112, -0.051], [0.100, -0.139, -0.076], [-0.008, 0.131, 0.092], [0.012, -0.131, 0.107], [-0.098, -0.123, -0.034], [0.037, 0.099, -0.154], [0.179, -0.015, 0.077], [0.217, 0.075, -0.088], [-0.163, 0.199, -0.075], [0.032, -0.045, 0.257]],
  "homo_ev": -8.67,
  "max_force_ev_per_a": 0.5,
  "smiles": "C=C(C)N(O)CO",
  "lumo_energy_ev": 0.829,
  "mol_weight_g_mol": 103.1,
  "homo_lumo_gap_ev": 9.5,
  "energy_ev": -9876.80052
}